{"formula": "C7H9N2O2", "method": "ωB97M-V/def2-TZVPD", "symbols": ["C", "C", "C", "N", "N", "C", "C", "O", "C", "C", "O", "H", "H", "H", "H", "H", "H", "H", "H", "H"], "xyz": [[1.82737, 0.18890, -1.22065], [1.31656, 0.45574, 0.09573], [1.96856, -0.43330, 1.18362], [-0.19306, 0.22919, 0.13929], [-0.52745, -1.04782, 0.07975], [-1.74928, -1.43259, 0.15463], [-2.87117, -0.41601, -0.00233], [-4.08175, -0.74986, -0.00301], [-2.39680, 0.83544, -0.09737], [-1.06619, 1.28181, -0.10249], [-0.55230, 2.40793, -0.20771], [1.68283, -0.90451, -1.43766], [1.24930, 0.82216, -1.91132], [2.91002, 0.34173, -1.35825], [1.48290, 1.52723, 0.14200], [1.47273, -1.38869, 1.01347], [1.64257, -0.41561, 2.29442], [3.02541, -0.53427, 1.15738], [-2.02323, -2.44915, 0.14958], [-3.11704, 1.68168, -0.06908]], "de_lowest_kj_mol": 79.7, "multiplicity": 1, "e_homo_ha": -0.139, "e_lumo_ev": 3.564, "e_tot_ev": -14480.3226, "smiles": "CC(C)n1ncc([O-])cc1=O", "total_charge": -1, "largest_force_ev_per_a": 4.9}

---

{"formula": "C22H18ClN4O4OsS3", "method": "ωB97M-V/def2-TZVPD", "symbols": ["Os", "O", "C", "C", "C", "C", "C", "C", "C", "O", "N", "N", "C", "S", "C", "C", "S", "H", "H", "H", "H", "H", "H", "H", "H", "H", "Cl", "C", "C", "C", "C", "C", "C", "C", "O", "O", "H", "H", "H", "H", "C", "C", "C", "C", "N", "C", "S", "N", "H", "H", "H", "H", "H"], "xyz": [[0.91397, 1.07071, 0.29256], [-2.24737, 2.81105, -2.28039], [-3.21790, 2.77476, -1.33844], [-4.46292, 3.26491, -1.72888], [-5.51876, 3.27604, -0.84528], [-5.36142, 2.79686, 0.45573], [-4.13877, 2.31078, 0.85005], [-3.04563, 2.28736, -0.03134], [-1.77860, 1.74877, 0.46340], [-0.73413, 1.68673, -0.42037], [-1.63950, 1.31328, 1.65763], [-0.35127, 0.83128, 1.91425], [-0.23423, 0.36934, 3.13482], [1.26074, -0.20942, 3.76917], [0.52291, -0.89548, 5.27961], [-0.64323, -0.01953, 5.67569], [-1.60706, 0.35749, 4.18423], [-1.42735, 2.46452, -1.90690], [-4.56534, 3.63459, -2.73990], [-6.47683, 3.66204, -1.16732], [-6.19160, 2.80773, 1.14752], [-3.99440, 1.93605, 1.85357], [1.29878, -0.90811, 6.04338], [0.20837, -1.91681, 5.06976], [-0.31052, 0.92024, 6.11432], [-1.30500, -0.52729, 6.37545], [1.19035, -7.00032, -1.05019], [1.58740, -5.35049, -0.74233], [2.69111, -4.78665, -1.36947], [3.00412, -3.46313, -1.12275], [2.21399, -2.70560, -0.26231], [1.11222, -3.28575, 0.36578], [0.79814, -4.61170, 0.12924], [2.56065, -1.27953, -0.05777], [3.55276, -0.74690, -0.47106], [1.68122, -0.61002, 0.75879], [3.29372, -5.38718, -2.03615], [3.86537, -3.00379, -1.58993], [0.51061, -2.69462, 1.04236], [-0.04951, -5.07834, 0.61099], [0.60786, -0.41244, -3.00657], [1.69929, 0.57920, -2.77761], [2.61935, 0.95538, -3.75547], [3.57536, 1.90233, -3.44421], [3.63953, 2.50560, -2.24431], [2.75268, 2.09560, -1.39467], [2.45248, 2.63578, 0.26369], [1.81134, 1.15511, -1.58081], [0.62493, -0.77301, -4.03154], [-0.36028, 0.05158, -2.81082], [0.71665, -1.26552, -2.33390], [2.58193, 0.51225, -4.73950], [4.31377, 2.21426, -4.17181]], "de_lowest_kj_mol": 38.5, "multiplicity": 1, "e_homo_ha": [-0.403, -0.403], "e_lumo_ev": [-4.652, -4.653], "e_tot_ev": -84747.4567, "total_charge": 1, "largest_force_ev_per_a": 0.9}

---

{"formula": "C10H13NO3", "method": "ωB97M-V/def2-TZVPD", "symbols": ["C", "C", "O", "C", "C", "C", "C", "C", "C", "O", "C", "O", "N", "C", "H", "H", "H", "H", "H", "H", "H", "H", "H", "H", "H", "H", "H"], "xyz": [[2.56148, -1.70923, 1.28792], [1.19427, -1.98477, 0.78158], [0.97449, -1.14166, -0.35068], [-0.35903, -1.04762, -0.77828], [-1.14400, -2.10259, -1.14228], [-2.45926, -1.88507, -1.58225], [-3.00306, -0.60800, -1.73230], [-2.23841, 0.46918, -1.37794], [-0.89583, 0.30020, -0.91298], [-0.19023, 1.44902, -0.52992], [0.31709, 1.51612, 0.73228], [-0.08176, 0.96846, 1.70783], [1.32961, 2.42856, 0.68374], [2.13097, 2.91585, 1.80215], [2.88495, -2.30520, 2.14110], [3.33721, -1.93501, 0.52819], [2.56384, -0.65691, 1.50704], [0.54395, -1.70487, 1.61730], [1.04269, -3.08019, 0.53062], [-0.73535, -3.13996, -1.07588], [-3.05121, -2.74218, -1.90407], [-4.04372, -0.48152, -1.98953], [-2.69703, 1.42312, -1.40172], [1.56110, 2.93609, -0.21546], [2.96699, 2.11262, 2.14346], [1.45948, 3.15235, 2.83478], [2.61457, 4.03078, 1.41277]], "de_lowest_kj_mol": 188.1, "multiplicity": 1, "e_homo_ha": -0.321, "e_lumo_ev": 0.817, "e_tot_ev": -18212.1014, "smiles": "CCOc1ccccc1OC(=O)NC", "total_charge": 0, "largest_force_ev_per_a": 4.0}

---

{"formula": "C3H7O2P", "method": "ωB97M-V/def2-TZVPD", "symbols": ["C", "C", "C", "O", "O", "P", "H", "H", "H", "H", "H", "H", "H"], "xyz": [[0.63300, 1.17965, 0.03791], [2.51154, -0.09756, -0.72680], [-2.12382, -0.37370, 0.27714], [0.97777, 1.82644, 0.97381], [1.17628, 0.33333, -0.76616], [-1.67863, 1.11510, -0.67813], [2.48714, -1.28819, -0.70997], [2.95369, 0.21560, 0.36550], [3.06707, 0.28016, -1.62477], [-1.45771, -0.21011, 1.20964], [-1.80139, -1.29677, -0.08271], [-3.29859, -0.31239, 0.51062], [-1.83535, 1.87489, 0.56748]], "de_lowest_kj_mol": 331.6, "multiplicity": 1, "e_homo_ha": -0.310, "e_lumo_ev": 0.662, "e_tot_ev": -16605.2500, "total_charge": 0, "largest_force_ev_per_a": 4.5}